{"formula": "C31H54ClIrNO3P2SSi2", "method": "the ωB97M-V functional and the def2-TZVPD basis", "de_lowest_kj_mol": 79.6, "energy_ev": -101180.8806, "e_homo_ha": [-0.2084, -0.3133], "spin_multiplicity": 6, "charge": 0, "symbols": ["Ir", "C", "C", "C", "Si", "C", "C", "Si", "H", "H", "H", "Cl", "C", "C", "C", "C", "H", "H", "H", "H", "H", "H", "H", "H", "H", "H", "H", "H", "C", "C", "P", "H", "H", "P", "H", "H", "C", "C", "C", "C", "C", "H", "C", "H", "H", "H", "H", "H", "H", "H", "C", "C", "H", "H", "H", "H", "H", "H", "H", "C", "C", "H", "H", "H", "H", "H", "H", "C", "C", "H", "H", "H", "H", "H", "H", "H", "C", "H", "H", "H", "O", "S", "O", "N", "C", "O", "C", "C", "C", "C", "C", "C", "H", "H", "H", "H"], "positions_angstrom": [[-0.41, 0.03, -0.63], [2.13, -0.23, -2.81], [1.35, -1.37, -2.56], [-0.06, -0.92, -2.48], [1.97, -3.03, -2.04], [-0.06, 0.52, -2.63], [1.36, 0.93, -2.78], [1.98, 2.66, -2.54], [3.20, -0.26, -3.03], [-0.92, -1.51, -2.80], [-0.91, 1.03, -3.07], [-3.27, 0.18, 1.93], [3.84, 2.70, -2.39], [1.41, 3.75, -3.95], [3.83, -3.04, -1.88], [1.42, -4.35, -3.25], [2.03, 3.51, -4.82], [1.55, 4.81, -3.71], [0.36, 3.59, -4.23], [4.17, 2.19, -1.47], [4.18, 3.74, -2.36], [4.30, 2.20, -3.25], [2.02, -4.23, -4.17], [0.36, -4.27, -3.54], [1.59, -5.35, -2.85], [4.30, -2.71, -2.82], [4.18, -4.06, -1.67], [4.16, -2.38, -1.07], [1.19, 3.14, -0.88], [1.17, -3.24, -0.33], [-0.52, 2.53, -0.57], [1.25, 4.23, -0.78], [1.81, 2.69, -0.08], [-0.53, -2.58, -0.14], [1.79, -2.67, 0.38], [1.24, -4.31, -0.06], [-1.15, -3.40, 1.44], [-1.57, -3.61, -1.36], [-1.56, 3.33, -1.95], [-1.14, 3.59, 0.85], [-1.24, 2.80, 2.14], [-2.17, 3.86, 0.54], [-0.35, 4.87, 1.12], [0.70, 4.64, 1.35], [-0.78, 5.36, 2.00], [-0.38, 5.59, 0.30], [-1.75, 1.84, 1.96], [-1.85, 3.35, 2.87], [-0.25, 2.61, 2.58], [-1.13, 2.93, -2.88], [-1.49, 4.86, -2.01], [-3.03, 2.89, -1.85], [-0.48, 5.25, -2.16], [-1.93, 5.32, -1.12], [-2.09, 5.18, -2.87], [-3.17, 1.84, -2.14], [-3.63, 3.50, -2.54], [-3.43, 3.03, -0.84], [-1.13, -3.37, -2.34], [-3.04, -3.15, -1.34], [-1.50, -5.12, -1.16], [-0.48, -5.53, -1.25], [-2.10, -5.59, -1.95], [-1.93, -5.43, -0.20], [-3.17, -2.16, -1.78], [-3.44, -3.13, -0.32], [-3.64, -3.86, -1.92], [-1.24, -2.40, 2.57], [-0.35, -4.61, 1.93], [-2.17, -3.72, 1.19], [0.70, -4.33, 2.11], [-0.38, -5.46, 1.24], [-0.78, -4.94, 2.88], [-0.26, -2.09, 2.93], [-1.81, -2.82, 3.41], [-1.80, -1.51, 2.24], [-2.38, -0.03, -0.53], [-2.89, -0.12, -1.48], [-2.63, -0.90, 0.11], [-2.69, 0.92, -0.03], [3.85, 1.71, 4.21], [3.23, 0.43, 3.99], [3.95, -0.77, 4.33], [2.57, 0.34, 2.47], [1.24, 0.25, 2.45], [0.54, 0.06, 1.40], [0.63, 0.34, 3.81], [-0.71, 0.32, 4.21], [-1.03, 0.35, 5.56], [0.00, 0.41, 6.52], [1.35, 0.44, 6.13], [1.63, 0.41, 4.76], [-1.50, 0.28, 3.45], [-2.07, 0.32, 5.87], [-0.26, 0.42, 7.58], [2.17, 0.49, 6.84]]}